{
  "formula": "C75H87N12O9",
  "method": "ωB97M-V/def2-TZVPD",
  "homo_ha": -0.485,
  "total_charge": 9,
  "e_above_lowest_ev": 2.0440,
  "elements": ["C", "N", "C", "C", "C", "C", "C", "C", "C", "C", "N", "C", "C", "C", "H", "H", "H", "H", "H", "H", "H", "H", "H", "H", "H", "H", "H", "H", "C", "N", "C", "C", "C", "C", "C", "C", "C", "C", "N", "C", "C", "C", "H", "H", "H", "H", "H", "H", "H", "H", "H", "H", "H", "H", "H", "H", "C", "N", "C", "C", "C", "C", "C", "C", "C", "C", "N", "C", "C", "C", "H", "H", "H", "H", "H", "H", "H", "H", "H", "H", "H", "H", "H", "H", "C", "N", "C", "C", "C", "C", "C", "C", "C", "C", "N", "C", "C", "C", "H", "H", "H", "H", "H", "H", "H", "H", "H", "H", "H", "H", "H", "H", "C", "N", "C", "C", "C", "C", "C", "C", "C", "C", "N", "C", "C", "C", "H", "H", "H", "H", "H", "H", "H", "H", "H", "H", "H", "H", "H", "H", "C", "N", "C", "C", "C", "C", "C", "C", "C", "C", "N", "C", "C", "C", "H", "H", "H", "H", "H", "H", "H", "H", "H", "H", "H", "H", "H", "H", "O", "C", "O", "O", "H", "O", "C", "O", "O", "H", "O", "C", "O", "O", "H"],
  "xyz": [[33.57242, 19.46923, 12.93989], [32.66253, 18.55365, 13.58686], [32.19591, 17.54078, 12.92306], [31.10396, 16.79006, 13.36375], [30.59385, 17.02007, 14.67095], [31.09877, 18.06578, 15.31222], [32.07991, 18.86848, 14.78216], [29.51602, 16.20808, 15.32338], [28.91113, 15.19898, 14.66571], [28.02434, 14.39382, 15.29750], [27.62207, 14.61856, 16.55371], [28.18280, 15.61924, 17.21776], [29.14612, 16.43703, 16.64020], [26.75461, 13.53473, 17.14821], [32.91349, 20.11976, 12.43844], [34.24994, 18.91282, 12.26467], [34.09256, 19.99242, 13.73611], [32.64641, 17.40099, 11.90394], [30.71832, 16.05514, 12.72001], [30.65432, 18.42480, 16.23952], [32.46528, 19.76290, 15.32548], [29.15132, 14.91505, 13.61895], [27.65053, 13.57875, 14.79230], [27.85090, 15.77931, 18.27384], [29.55119, 17.21125, 17.32676], [27.24356, 12.58358, 16.88311], [25.70326, 13.49403, 16.94600], [26.70872, 13.52162, 18.21431], [20.31106, 28.71642, 26.17310], [19.00657, 28.12518, 25.78244], [18.15520, 27.85557, 26.70398], [17.06144, 27.11004, 26.38115], [16.78104, 26.64570, 25.04666], [17.80630, 26.96860, 24.11274], [18.86957, 27.70065, 24.52842], [15.63368, 25.82402, 24.91854], [14.63480, 25.82312, 25.86887], [13.71406, 24.81036, 26.04488], [13.73574, 23.77639, 25.13218], [14.63664, 23.79484, 24.10359], [15.53009, 24.84440, 23.88752], [13.11973, 22.45915, 25.50840], [20.11512, 29.75686, 25.94044], [21.09765, 28.30065, 25.59863], [20.43229, 28.64431, 27.22721], [18.32788, 28.14386, 27.72277], [16.40756, 26.89928, 27.25729], [17.74161, 26.72039, 23.05977], [19.61687, 28.05818, 23.85674], [14.45838, 26.64355, 26.55168], [12.91194, 24.80326, 26.74447], [14.54947, 22.99559, 23.35599], [16.15480, 24.77129, 23.00874], [13.82885, 21.83830, 26.02878], [12.65711, 21.94822, 24.69756], [12.31160, 22.80002, 26.21895], [21.93739, 9.24478, 5.81578], [20.79691, 10.20082, 5.49219], [20.49900, 11.17523, 6.37831], [19.59967, 12.17268, 6.16535], [18.77000, 12.05953, 5.02887], [19.04048, 11.07021, 4.09485], [20.12111, 10.21158, 4.32895], [17.70099, 13.02719, 4.75108], [16.28463, 12.74036, 4.78877], [15.36754, 13.69035, 4.56159], [15.66936, 14.92474, 4.21504], [16.96319, 15.27579, 4.17137], [17.98425, 14.37446, 4.41754], [14.60585, 15.91304, 3.88563], [22.70917, 9.86539, 6.24298], [22.32148, 8.66877, 4.93333], [21.65121, 8.56162, 6.63468], [21.20959, 11.13278, 7.28770], [19.51258, 12.86171, 6.94468], [18.50205, 10.90538, 3.18807], [20.25333, 9.40529, 3.60400], [15.87030, 11.73928, 5.04300], [14.32261, 13.47962, 4.71075], [17.07107, 16.30366, 4.00004], [19.01218, 14.69058, 4.36802], [15.08762, 16.70666, 3.30137], [14.26455, 16.21939, 4.84899], [13.80476, 15.50781, 3.33499], [6.44150, 20.50169, 9.06431], [5.68538, 19.27428, 8.60850], [4.55706, 19.42962, 7.78951], [3.81661, 18.29070, 7.40509], [4.27612, 16.98856, 7.62957], [5.46690, 16.87630, 8.37457], [6.09061, 18.04733, 8.87993], [3.64896, 15.68574, 7.28334], [3.70239, 14.70848, 8.26081], [3.51402, 13.38380, 7.98045], [3.40715, 13.06864, 6.71339], [3.13668, 13.94193, 5.75506], [3.23455, 15.28265, 6.01129], [3.70625, 11.71907, 6.21577], [7.03453, 20.19097, 9.93801], [5.75274, 21.29324, 9.27817], [7.05607, 20.84123, 8.19005], [4.23123, 20.43362, 7.66584], [2.93235, 18.38759, 6.80809], [5.89006, 15.87159, 8.66181], [6.98218, 18.11774, 9.48494], [3.92664, 15.05374, 9.27379], [3.72381, 12.59372, 8.73659], [3.05722, 13.60686, 4.75461], [3.25767, 15.93021, 5.14038], [3.03624, 11.43793, 5.38429], [3.48045, 10.99338, 6.94036], [4.73224, 11.66687, 5.90738], [13.45094, 3.49634, 19.62257], [12.74284, 4.38377, 20.53422], [11.63020, 5.01811, 20.13819], [11.03075, 5.96103, 20.97598], [11.54985, 6.21397, 22.20279], [12.70014, 5.50650, 22.62276], [13.23902, 4.60479, 21.75026], [10.93374, 7.27887, 23.09720], [11.60782, 8.50399, 23.14849], [11.03737, 9.56762, 23.78694], [9.76420, 9.47123, 24.21785], [9.23547, 8.25121, 24.34487], [9.72981, 7.10959, 23.76760], [9.06950, 10.64530, 24.74142], [13.97187, 2.70730, 20.16139], [14.09921, 4.04458, 18.94213], [12.67787, 2.92421, 19.05128], [11.23776, 4.71869, 19.14811], [10.10212, 6.43926, 20.65254], [13.16631, 5.66468, 23.62508], [14.06000, 3.98060, 22.04636], [12.57395, 8.67299, 22.63019], [11.53669, 10.56777, 23.91373], [8.21537, 8.22604, 24.80636], [9.13654, 6.24973, 23.84578], [8.47994, 11.19065, 23.96678], [9.79216, 11.27795, 25.28930], [8.40190, 10.30415, 25.56855], [33.97940, 9.39341, 23.11160], [32.98034, 8.32881, 22.89047], [33.26445, 7.16541, 22.31752], [32.35775, 6.17873, 21.99806], [31.02184, 6.48065, 22.22103], [30.71337, 7.68949, 22.85851], [31.65920, 8.56517, 23.19665], [29.93734, 5.63659, 21.68873], [28.79258, 5.24666, 22.39286], [27.68580, 4.77830, 21.70560], [27.66856, 4.72511, 20.37952], [28.75265, 4.98055, 19.72309], [29.93248, 5.39741, 20.30613], [26.46506, 4.37296, 19.64294], [33.88006, 10.12988, 22.32584], [34.90044, 8.88248, 23.19220], [33.78523, 9.85967, 24.09977], [34.36865, 7.14656, 22.05597], [32.77197, 5.23184, 21.63309], [29.71068, 8.02945, 22.99500], [31.36162, 9.53687, 23.49521], [28.71545, 5.31180, 23.47015], [26.79759, 4.48413, 22.26675], [28.71371, 4.77051, 18.64111], [30.71961, 5.72561, 19.63239], [25.90906, 5.23489, 19.34350], [25.92894, 3.81055, 20.45666], [26.60298, 3.68035, 18.82640], [24.51963, 17.93867, 21.01849], [18.18728, 10.29064, 18.57654], [18.11889, 11.35774, 18.09030], [17.83247, 9.26248, 18.90176], [25.10674, 17.31774, 21.63008], [7.53174, 9.86647, 12.81248], [8.55556, 11.23014, 17.45724], [9.08188, 10.35024, 16.94793], [8.37019, 9.98594, 13.45169], [8.35440, 15.54631, 11.04178], [19.29457, 24.35168, 11.59833], [20.21617, 24.76159, 12.33085], [20.36961, 25.51103, 13.32011], [21.43013, 25.14510, 11.84498], [18.52612, 23.89157, 12.02954]],
  "forces_ev_per_a": [[1.098, -0.435, 0.517], [-0.425, 0.869, 2.412], [-1.553, -2.361, -2.559], [1.166, 0.856, 1.026], [-1.872, -3.058, -1.881], [1.221, 3.721, 2.028], [0.890, 0.535, 0.382], [2.553, 2.776, -0.268], [-0.616, -2.258, -2.196], [0.520, 1.150, -0.396], [-1.469, -1.965, 0.307], [0.303, 1.652, 2.123], [-0.882, -0.022, 1.889], [1.303, -0.528, 0.249], [-0.199, 1.182, -1.059], [-0.352, 0.527, 0.444], [0.369, 0.134, -0.317], [-0.587, -0.108, 1.184], [-0.292, -0.864, -0.637], [0.369, -0.167, -0.144], [-0.366, -0.855, -0.688], [-0.121, 0.393, 0.932], [-1.040, -1.688, -0.777], [0.317, -0.174, -1.118], [-0.257, -0.670, -0.879], [-0.383, 0.363, -0.117], [-0.436, 0.642, -1.259], [0.739, 0.686, 0.907], [-1.732, 1.580, -0.507], [3.284, -0.042, -0.705], [-2.170, -1.130, 1.343], [-1.724, -0.439, 0.186], [2.262, 1.815, 2.139], [-1.513, -0.438, -0.084], [-0.181, 0.323, -0.628], [-0.220, -1.658, -2.130], [-1.931, 0.047, 1.686], [0.935, -0.488, -2.690], [1.326, -0.758, 0.359], [-0.354, 0.867, -0.782], [-0.949, -0.861, 1.275], [-1.448, 2.206, 1.554], [0.887, 0.460, -0.030], [0.702, -0.362, -0.362], [0.274, -0.346, 0.698], [0.254, 0.262, 0.172], [0.434, -0.041, -1.090], [-0.023, -0.085, 0.119], [0.451, -0.104, -0.414], [0.488, 0.135, -0.014], [-0.226, 0.052, 0.597], [0.060, 0.200, 0.627], [0.193, 0.210, 0.169], [0.344, -0.097, 0.101], [-0.115, -0.138, -0.844], [0.714, -0.967, -0.638], [-0.404, -0.186, -0.096], [0.185, -0.239, -0.712], [2.817, -0.320, 2.031], [-0.268, -1.702, -1.093], [-0.105, 0.606, -0.170], [1.515, -0.760, 1.000], [-1.304, -0.963, -0.487], [-2.239, 1.399, -0.375], [2.100, -2.266, 0.627], [-1.644, -0.401, 0.125], [0.473, 0.579, -0.721], [-0.102, -0.799, 0.239], [-0.170, -0.672, 0.510], [1.772, 0.451, 0.526], [0.449, 0.168, -0.250], [-0.695, 0.802, 0.719], [-0.313, 0.184, -0.636], [-1.591, 0.336, -1.409], [-0.469, 1.257, 0.760], [-0.386, 0.229, -0.367], [0.589, 0.248, 0.350], [0.701, 0.787, -0.140], [-0.240, -0.099, -0.254], [0.816, 1.182, -0.497], [0.097, 0.295, -0.057], [-0.377, -0.075, 0.375], [-0.498, 0.819, 0.439], [-0.690, -0.869, -0.699], [0.548, -1.204, -1.217], [-2.227, 1.150, -1.824], [-0.020, -2.263, 1.298], [1.000, 1.291, -0.551], [1.102, -0.262, 1.103], [0.693, 0.322, 1.112], [0.676, -1.058, -0.039], [0.178, 0.667, -0.658], [-0.358, 0.488, 1.651], [1.423, 0.130, 1.855], [-0.734, -2.429, -1.785], [0.434, 1.789, 0.231], [0.448, 0.567, -0.391], [-1.082, -0.309, -0.858], [-0.160, 0.428, -0.449], [-0.468, 0.205, 0.393], [-0.233, -0.398, 0.986], [-0.296, 0.525, -0.375], [-0.418, 0.527, -0.051], [-0.187, 1.449, -0.322], [0.177, -1.213, 0.174], [-0.130, -0.555, -0.222], [-0.476, 0.603, -0.846], [-0.256, -0.560, -0.649], [-0.375, 0.203, 0.289], [0.403, 0.547, 0.185], [0.034, -0.814, 1.296], [0.481, -0.001, -0.099], [-1.009, -1.746, -1.055], [-0.508, 0.554, -0.096], [-0.349, 0.052, -0.369], [-1.022, -0.677, -1.674], [0.931, 0.365, 2.122], [-0.420, 0.777, 0.632], [0.554, -0.257, 0.917], [0.627, -0.799, -1.079], [0.852, -0.074, -0.355], [0.136, 1.711, -0.323], [1.143, -0.585, 0.822], [-3.032, 0.235, 0.242], [1.333, 1.714, -0.090], [-0.877, 0.640, 1.629], [0.264, 0.390, 0.202], [-0.015, 0.042, 0.180], [0.649, 0.674, 0.181], [0.233, 0.437, 0.727], [0.404, -0.143, -0.027], [-0.532, -0.235, -1.029], [0.398, -0.045, -0.061], [-0.710, -0.358, 0.571], [-0.657, -1.209, -0.355], [1.114, 0.066, -0.342], [-0.369, -1.315, -0.068], [0.699, -0.519, 0.527], [-0.253, -0.071, -0.776], [0.207, 0.209, -0.911], [-1.141, 0.033, 1.166], [-2.400, 0.386, 0.473], [3.311, 0.331, -0.525], [0.468, 0.153, 0.167], [-0.165, -0.834, 0.228], [-0.851, -0.976, -0.385], [1.803, 0.574, -0.661], [-0.015, 0.374, -0.647], [-0.469, -0.110, -0.133], [0.076, 0.340, 2.075], [-1.036, -0.454, 0.021], [2.968, -0.024, -2.688], [-0.637, 0.404, -0.019], [-1.327, -1.763, 2.315], [0.361, 0.049, -0.184], [1.272, -0.024, -0.288], [0.009, -0.249, -0.665], [-1.498, -0.731, 0.332], [-0.533, 0.423, -0.102], [-0.626, -0.210, 0.122], [0.259, 0.770, 0.716], [0.121, 0.043, -0.019], [0.167, 0.065, -0.410], [0.012, 0.433, 0.619], [0.097, -0.310, 0.322], [-0.214, 0.596, -0.143], [-0.323, 0.504, -1.326], [0.550, 0.017, -0.186], [1.937, -2.151, 1.614], [-2.422, 3.754, -2.442], [1.751, -0.563, 0.823], [0.663, -3.192, 1.622], [-1.825, 1.966, -1.814], [-14.646, -2.068, -11.189], [1.064, -1.774, -1.038], [-1.063, 1.768, 1.033], [14.646, 2.090, 11.195], [-0.347, 0.187, -0.325], [-3.237, -2.960, -0.856], [7.769, 6.801, 0.036], [-3.577, -1.565, 2.742], [-1.883, -3.235, -1.688], [0.923, 0.942, -0.214]]
}